Arrangement 1

DFT (ωB97M-V with the def2-TZVPD basis set) results for C17H20MoN5O6S3Te as an isolated structure.

```
53
C17H20MoN5O6S3Te | the OMol25 dataset | ωB97M-V with the def2-TZVPD basis set
Mo -0.0266 1.4777 0.8231
C -1.1239 1.0274 -3.8305
C -0.9881 1.5661 -2.4253
S -0.1358 0.5172 -1.3215
C -1.4446 2.7489 -2.0013
C -2.1735 3.7436 -2.8790
S -1.2056 3.2538 -0.3476
H -1.4246 -0.0218 -3.8034
H -0.1680 1.0793 -4.3582
H -1.8601 1.5844 -4.4098
H -2.8823 3.2418 -3.5395
H -1.4747 4.3110 -3.4989
H -2.7246 4.4530 -2.2615
C 7.8797 -0.2837 1.0052
O 6.8454 -0.6016 0.0788
C 5.6986 0.1214 0.2658
O 5.5587 0.9228 1.1517
N 4.8027 -0.2561 -0.6896
N 3.4568 0.0939 -0.5848
H 8.7259 -0.9069 0.7279
H 7.5676 -0.4999 2.0258
H 8.1461 0.7703 0.9408
H 5.0628 -1.0719 -1.2228
H 2.8699 -0.7119 -0.3762
H 3.1514 0.5421 -1.4381
S -0.4915 1.1902 3.2163
C -1.6436 2.0023 2.2021
N -2.1141 3.3009 2.5863
C -3.3474 3.7182 2.2621
C -4.2029 2.8998 1.6035
C -3.7255 1.6100 1.2409
N -2.5539 1.1605 1.5402
H -1.4548 3.9103 3.0378
H -3.6055 4.7230 2.5695
H -5.2000 3.2231 1.3480
H -4.3658 0.9357 0.6757
Te 1.9950 2.8110 1.0927
O 1.5750 -2.1210 0.0448
C 0.5542 -1.7485 0.6083
O 0.3364 -0.6043 1.1500
C -0.6349 -2.6809 0.6720
C -1.8420 -2.2406 1.2021
C -2.9392 -3.0945 1.2391
C -2.8348 -4.3837 0.7532
C -1.6239 -4.8068 0.2273
C -0.5246 -3.9675 0.1778
N -1.5130 -6.1711 -0.2894
O -0.4386 -6.5370 -0.7149
O -2.4971 -6.8839 -0.2287
H -1.9070 -1.2241 1.5748
H -3.8789 -2.7487 1.6499
H -3.6685 -5.0709 0.7692
H 0.4135 -4.3025 -0.2415
```

- lowest unoccupied orbital energy (alpha / beta) (eV) = 1.898 / 1.866
- charge = -1
- orbital gap (alpha / beta) (eV) = 5.90 / 5.85
- 2S+1 = 1

These are the Mulliken partial charges, in e, on atoms 1 to 2:
1. Mo -0.3104
2. C -1.4006

=====

Arrangement 2

DFT (ωB97M-V with the def2-TZVPD basis set) results for C17H20MoN5O6S3Te as an isolated structure.

```
53
C17H20MoN5O6S3Te | the OMol25 dataset | ωB97M-V with the def2-TZVPD basis set
Mo 1.1644 -1.5275 -0.1273
C 2.8889 -0.9193 -4.2303
C 2.0311 -1.4723 -3.1325
S 2.8754 -1.9128 -1.6676
C 0.7016 -1.6300 -3.2523
C -0.0317 -1.3901 -4.5382
S -0.2894 -2.1374 -1.8994
H 3.8799 -0.7065 -3.8373
H 2.4516 0.0051 -4.6080
H 2.9868 -1.6167 -5.0642
H 0.5020 -1.8509 -5.3714
H -0.1118 -0.3192 -4.7358
H -1.0346 -1.8106 -4.4748
C 3.7245 1.9931 3.4373
O 3.5523 1.3354 2.1967
C 2.6245 0.3667 2.0704
O 2.7446 -0.4140 1.1429
N 1.6946 0.2819 3.0573
N 0.8318 -0.8236 3.0627
H 4.7135 2.4453 3.3860
H 3.6870 1.2802 4.2630
H 2.9753 2.7751 3.5861
H 1.3556 1.1542 3.4612
H -0.0307 -0.6649 2.5305
H 0.6086 -1.0544 4.0258
S -2.2359 -1.0494 1.5157
C -2.9942 -2.4675 1.1325
N -2.2406 -3.6329 1.1337
C -2.7966 -4.8378 0.9122
C -4.1446 -4.9220 0.6939
C -4.8542 -3.7030 0.6563
N -4.3038 -2.5332 0.8592
H -1.2133 -3.5363 1.1805
H -2.1237 -5.6831 0.9259
H -4.6434 -5.8634 0.5374
H -5.9173 -3.6933 0.4535
Te 1.2958 -3.7080 1.0955
O 1.1380 0.5782 -1.3227
C 0.4311 0.9844 -0.3823
O 0.1936 0.2193 0.5984
C -0.1303 2.3562 -0.3808
C -0.0588 3.1283 -1.5471
C -0.5997 4.4039 -1.5635
C -1.1833 4.9350 -0.4306
C -1.2155 4.1766 0.7513
C -0.7118 2.8760 0.7642
N -1.7433 4.7335 1.9325
O -1.5808 4.1171 2.9977
O -2.3266 5.8259 1.8630
H 0.4084 2.7038 -2.4238
H -0.5568 4.9852 -2.4752
H -1.5956 5.9330 -0.4248
H -0.7926 2.2867 1.6668
```

- lowest unoccupied orbital energy (alpha / beta) (eV) = 1.103 / 1.103
- charge = -1
- orbital gap (alpha / beta) (eV) = 3.84 / 3.84
- 2S+1 = 1

These are the Mulliken partial charges, in e, on atoms 1 to 2:
1. Mo -0.1877
2. C -1.5694

=====

Here is how they stack up, most stable first: arrangement 1, arrangement 2.

=====

Arrangement 1

DFT (ωB97M-V with the def2-TZVPD basis set) results for one molecule with the formula C4H5F2NS.

```
13
C4H5F2NS | the OMol25 dataset | ωB97M-V with the def2-TZVPD basis set
F 1.3575 0.3417 -2.1742
C 0.1242 0.6116 -1.5226
F -0.2687 1.7999 -1.8999
C 0.2841 0.4850 -0.0518
N 0.7823 -0.8117 0.3599
C -0.2608 -1.0088 1.4012
C -0.9339 0.2264 0.6922
S -2.3396 0.9715 0.6157
H -0.5232 -0.1247 -1.9718
H 0.8734 1.3427 0.2890
H 1.7304 -0.9910 0.5242
H 0.0021 -0.9582 2.4856
H -0.8277 -1.8843 1.2525
```

- lowest unoccupied orbital energy (eV) = -0.520
- charge = 0
- SMILES = FC(F)[C@@H]1NCC1=S
- orbital gap (eV) = 8.60
- 2S+1 = 1

These are the Mulliken partial charges, in e, on atoms 1 to 2:
1. F -0.3137
2. C 0.0440

=====

Arrangement 2

DFT (ωB97M-V with the def2-TZVPD basis set) results for one molecule with the formula C4H5F2NS.

```
13
C4H5F2NS | the OMol25 dataset | ωB97M-V with the def2-TZVPD basis set
N 0.9512 1.4826 0.1331
C 1.0751 0.1643 0.0168
S 2.5983 -0.4913 -0.2060
C -0.1168 -0.6583 0.0920
C -1.1101 -0.5279 1.2775
C -1.5075 -0.1044 -0.0481
F -2.3789 -0.8498 -0.7293
F -1.7975 1.1924 -0.2963
H 1.7204 2.0269 -0.1330
H 0.0778 1.9733 0.2687
H -0.0334 -1.6510 -0.3498
H -0.9258 0.2525 2.1128
H -1.5266 -1.4445 1.6666
```

- lowest unoccupied orbital energy (eV) = 0.469
- charge = 0
- SMILES = NC(=S)[C@H]1CC1(F)F
- orbital gap (eV) = 8.95
- 2S+1 = 1

These are the Mulliken partial charges, in e, on atoms 1 to 2:
1. N -0.3495
2. C 0.1977

=====

Here is how they stack up, most stable first: arrangement 2, arrangement 1.

=====

Arrangement 1

DFT (ωB97M-V with the def2-TZVPD basis set) results for one molecule with the formula C4H5F2NS.

```
13
C4H5F2NS | the OMol25 dataset | ωB97M-V with the def2-TZVPD basis set
N -1.7858 -1.5044 -0.0708
C -1.2575 -0.8262 0.9686
S -1.5135 -1.1831 2.5176
C -0.2694 0.2164 0.5339
F -0.1617 1.1623 1.4853
C 0.5702 0.2756 -0.4969
C 1.6149 1.3823 -0.6296
F 1.9236 1.5092 -1.9436
H -1.4447 -1.4477 -1.0272
H -2.0912 -2.4588 0.1688
H 0.6290 -0.5351 -1.1973
H 2.5055 1.0839 -0.1293
H 1.2805 2.3255 -0.1794
```

- lowest unoccupied orbital energy (eV) = -0.257
- charge = 0
- SMILES = NC(=S)/C(F)=C/CF
- orbital gap (eV) = 8.63
- 2S+1 = 1

These are the Mulliken partial charges, in e, on atoms 1 to 2:
1. N -0.4222
2. C 0.2274

=====

Arrangement 2

DFT (ωB97M-V with the def2-TZVPD basis set) results for C4H5F2NS as an isolated structure.

```
13
C4H5F2NS | the OMol25 dataset | ωB97M-V with the def2-TZVPD basis set
C 0.5959 -0.0394 0.0937
C 1.5731 -1.0128 -0.5314
C -0.6857 -0.0649 -0.5644
C -1.8448 0.6680 -0.8163
H 0.1993 1.7450 3.0108
H 2.5862 -0.6522 -0.1740
H 1.3278 -2.1044 -0.1531
H -2.2600 1.5901 -0.0827
H -2.3314 0.1220 -1.6777
N 0.8585 0.5446 1.2288
F 1.3287 -0.8568 -1.8910
F -0.7246 -1.2022 -1.4345
S -0.5500 1.0446 1.9572
```

- lowest unoccupied orbital energy (eV) = -0.378
- charge = 0
- orbital gap (eV) = 8.53
- 2S+1 = 1

These are the Mulliken partial charges, in e, on atoms 1 to 2:
1. C 0.5637
2. C -0.1802

=====

Here is how they stack up, most stable first: arrangement 1, arrangement 2.

=====

Arrangement 1

DFT (ωB97M-V with the def2-TZVPD basis set) results for one molecule with the formula CH4P2.

```
7
CH4P2 | the OMol25 dataset | ωB97M-V with the def2-TZVPD basis set
H -2.6044 0.5339 0.6515
P -1.8569 -0.2783 -0.1301
C 0.1198 0.4157 0.3622
P 1.4283 -0.6651 0.0948
H 0.1928 1.3984 0.7865
H 0.8077 -1.5107 -0.9694
H 1.9128 0.1062 -0.7955
```

- lowest unoccupied orbital energy (alpha / beta) (eV) = -0.297 / -0.962
- charge = 0
- SMILES = [H]/P=C/P
- orbital gap (alpha / beta) (eV) = 8.34 / 7.20
- 2S+1 = 1

These are the Mulliken partial charges, in e, on atoms 1 to 2:
1. H 0.0136
2. P 0.0308

=====

Arrangement 2

DFT (ωB97M-V with the def2-TZVPD basis set) results for CH4P2 as an isolated structure.

```
7
CH4P2 | the OMol25 dataset | ωB97M-V with the def2-TZVPD basis set
C 0.3878 -0.3340 0.5061
P 1.6016 0.4951 -0.2432
P -1.7337 0.5523 0.0533
H 0.3684 -1.1553 1.1973
H 2.6893 -0.2476 0.2704
H -1.2460 1.2469 -1.0524
H -2.0675 -0.5573 -0.7314
```

- lowest unoccupied orbital energy (eV) = 0.247
- charge = 0
- orbital gap (eV) = 9.61
- 2S+1 = 1

These are the Mulliken partial charges, in e, on atoms 1 to 2:
1. C -0.3288
2. P -0.1060

=====

Arrangement 3

DFT (ωB97M-V with the def2-TZVPD basis set) results for a 2-piece molecular cluster, CH4P2 overall.

```
7
CH4P2 | the OMol25 dataset | ωB97M-V with the def2-TZVPD basis set
C -0.0726 0.2814 -0.3011
P -1.1742 1.0367 0.7870
P 1.4518 -0.3243 0.3039
H -0.3322 0.2474 -1.3404
H -1.8429 1.4784 -0.2591
H 1.0383 -0.3716 1.5311
H 0.9318 -2.3480 -0.7215
```

- lowest unoccupied orbital energy (alpha / beta) (eV) = -0.865 / -1.328
- charge = 0
- orbital gap (alpha / beta) (eV) = 7.46 / 7.63
- 2S+1 = 1

These are the Mulliken partial charges, in e, on atoms 1 to 2:
1. C -0.2769
2. P 0.0000

=====

Here is how they stack up, most stable first: arrangement 2, arrangement 1, arrangement 3.